The following is a DFT calculation (ωB97M-V/def2-TZVPD) of a 5-piece molecular cluster, CH14NO4 overall in a non-equilibrium geometry.

Positions of all 20 atoms, in Å:
C 0.17 -0.44 -0.84
N 0.24 0.56 0.26
H 1.07 -0.38 -1.45
H 0.24 -1.46 -0.45
H -0.71 -0.25 -1.41
H -0.48 1.26 0.10
H 1.21 0.96 0.32
H -0.02 0.17 1.17
H -2.02 -2.72 -2.80
H -2.93 -1.92 -1.86
O -2.11 -2.42 -1.89
H 3.17 2.20 0.86
H 3.28 0.71 0.31
O 2.75 1.34 0.83
H 1.37 -1.88 2.74
H -0.01 -2.31 3.06
O 0.47 -1.74 2.45
H -1.50 3.34 -1.46
H -2.32 2.90 -0.41
O -1.49 2.62 -0.81

Output
Net charge = +1
Frontier orbital gap = 11.63 eV
LUMO energy = -0.10322 Ha
Relative energy (zero: lowest compared OMol25 entry of this formula, charge and spin) = 76.8 kJ/mol


The following is a DFT calculation (ωB97M-V/def2-TZVPD) of a 2-piece molecular cluster, C4H8O2 overall.

Positions of all 14 atoms, in Å:
C -1.84 0.74 -1.88
C -0.56 0.47 -1.69
C -0.13 -0.51 -0.70
C 1.06 -0.49 -0.11
O 1.37 -1.42 0.86
H -2.17 1.61 -2.43
H -2.58 0.32 -1.21
H 0.22 1.08 -2.14
H -0.75 -1.36 -0.44
H 1.71 0.38 -0.20
H 2.28 -1.69 0.72
O 0.07 0.31 3.20
H 0.44 0.25 2.30
H 0.89 0.29 3.72

Output
Frontier orbital gap = 9.39 eV
LUMO energy = 0.02316 Ha
Structure (SMILES) = C=C/C=C/O.O
Relative energy (zero: lowest compared OMol25 entry of this formula, charge and spin) = 218.3 kJ/mol


The following is a DFT calculation (ωB97M-V/def2-TZVPD) of C20H28F3InO2 as an isolated structure in a non-equilibrium geometry.

Positions of all 54 atoms, in Å:
O 0.59 0.20 -3.33
C 0.48 1.38 -4.19
C 0.40 0.57 -5.46
H 1.37 1.97 -4.01
H -0.45 1.91 -3.97
C 0.50 -0.64 -4.51
H 1.24 0.70 -6.13
H -0.57 0.58 -5.96
C 1.76 -1.44 -4.75
H 2.64 -0.81 -4.65
H 1.73 -1.75 -5.80
H 1.80 -2.34 -4.12
C -0.75 -1.48 -4.45
H -1.60 -0.87 -4.14
H -0.61 -2.37 -3.81
H -0.95 -1.79 -5.48
In -0.05 -0.29 2.17
C -2.23 -0.84 4.49
C -1.59 0.41 4.41
C -1.87 0.97 3.11
H -1.05 0.91 5.21
C -2.73 0.03 2.42
C -2.91 -1.09 3.27
H -3.54 -1.94 3.05
H -2.25 -1.47 5.38
H -1.76 2.01 2.83
H -3.18 0.20 1.45
C 1.11 -2.14 4.89
C 0.34 -3.00 4.06
C 0.75 -2.82 2.73
H -0.39 -3.73 4.41
C 1.78 -1.80 2.71
C 1.99 -1.40 4.08
H 2.77 -0.72 4.43
H 1.04 -2.09 5.98
H 0.42 -3.40 1.85
H 2.45 -1.58 1.88
O 1.32 1.31 -1.28
C 0.17 0.45 -1.01
C -1.11 1.32 -1.08
H 0.27 -0.11 -0.03
H 0.09 -0.31 -1.77
C -0.59 2.73 -1.41
H -1.53 1.30 -0.06
H -1.90 1.01 -1.75
C 0.84 2.60 -0.78
H -1.30 3.52 -1.14
H -0.50 2.83 -2.49
H 0.79 2.57 0.33
H 1.51 3.40 -1.12
F 1.19 1.34 4.55
C 1.13 1.55 3.18
F 0.50 2.78 3.04
F 2.43 1.70 2.75

Output
Frontier orbital gap = 6.33 eV
LUMO energy = -0.05738 Ha
Relative energy (zero: lowest compared OMol25 entry of this formula, charge and spin) = 210.7 kJ/mol


The following is a DFT calculation (ωB97M-V/def2-TZVPD) of C7H11NSi in the gas phase in a non-equilibrium geometry.

Positions of all 20 atoms, in Å:
C 2.78 -0.98 1.51
C 2.13 -1.91 0.66
C 2.35 0.33 1.53
C 1.09 -1.49 -0.13
C 1.20 0.75 0.86
C 0.51 -0.22 0.08
C -3.10 0.68 -1.70
N -0.71 0.06 -0.44
Si -1.87 1.34 -0.41
H 3.55 -1.28 2.31
H 2.40 -2.94 0.36
H 2.85 1.04 2.27
H 0.60 -2.36 -0.63
H 0.87 1.77 0.90
H -3.44 1.56 -2.33
H -2.40 0.19 -2.39
H -3.92 -0.04 -1.50
H -0.92 -0.81 -1.17
H -1.04 2.55 -0.44
H -2.93 1.75 0.67

Output
Frontier orbital gap (spin up / spin down) = 5.01 / 7.14 eV
LUMO energy (spin up / spin down) = 0.02868 / -0.07259 Ha
Relative energy (zero: lowest compared OMol25 entry of this formula, charge and spin) = 52.3 kJ/mol
2S+1 = 3


Copy entry 3 word for word.
The following is a DFT calculation (ωB97M-V/def2-TZVPD) of C20H28F3InO2 as an isolated structure in a non-equilibrium geometry.

Positions of all 54 atoms, in Å:
O 0.59 0.20 -3.33
C 0.48 1.38 -4.19
C 0.40 0.57 -5.46
H 1.37 1.97 -4.01
H -0.45 1.91 -3.97
C 0.50 -0.64 -4.51
H 1.24 0.70 -6.13
H -0.57 0.58 -5.96
C 1.76 -1.44 -4.75
H 2.64 -0.81 -4.65
H 1.73 -1.75 -5.80
H 1.80 -2.34 -4.12
C -0.75 -1.48 -4.45
H -1.60 -0.87 -4.14
H -0.61 -2.37 -3.81
H -0.95 -1.79 -5.48
In -0.05 -0.29 2.17
C -2.23 -0.84 4.49
C -1.59 0.41 4.41
C -1.87 0.97 3.11
H -1.05 0.91 5.21
C -2.73 0.03 2.42
C -2.91 -1.09 3.27
H -3.54 -1.94 3.05
H -2.25 -1.47 5.38
H -1.76 2.01 2.83
H -3.18 0.20 1.45
C 1.11 -2.14 4.89
C 0.34 -3.00 4.06
C 0.75 -2.82 2.73
H -0.39 -3.73 4.41
C 1.78 -1.80 2.71
C 1.99 -1.40 4.08
H 2.77 -0.72 4.43
H 1.04 -2.09 5.98
H 0.42 -3.40 1.85
H 2.45 -1.58 1.88
O 1.32 1.31 -1.28
C 0.17 0.45 -1.01
C -1.11 1.32 -1.08
H 0.27 -0.11 -0.03
H 0.09 -0.31 -1.77
C -0.59 2.73 -1.41
H -1.53 1.30 -0.06
H -1.90 1.01 -1.75
C 0.84 2.60 -0.78
H -1.30 3.52 -1.14
H -0.50 2.83 -2.49
H 0.79 2.57 0.33
H 1.51 3.40 -1.12
F 1.19 1.34 4.55
C 1.13 1.55 3.18
F 0.50 2.78 3.04
F 2.43 1.70 2.75

Output
Frontier orbital gap = 6.33 eV
LUMO energy = -0.05738 Ha
Relative energy (zero: lowest compared OMol25 entry of this formula, charge and spin) = 210.7 kJ/mol